1.
ORCA calculation (ωB97M-V/def2-TZVPD) on the ion C2H7N2 with charge +1 in a non-equilibrium geometry.

Cartesian coordinates (Å):
C -0.948 0.384 -1.095
N -0.346 -0.021 0.167
C 1.433 -0.279 0.324
N -1.011 -0.252 1.117
H -0.530 -0.235 -1.938
H -0.968 1.527 -1.184
H -1.994 0.069 -0.854
H 1.703 -1.094 -0.244
H 1.472 -0.394 1.451
H 1.841 0.643 0.200
H -0.653 -0.348 2.055

Values from the calculation:
ΔE to the lowest compared entry with this formula, charge and spin	386.32	kJ/mol
lowest unoccupied orbital energy	-5.602	eV
HOMO energy	-16.38	eV
net charge	+1
SMILES	C[N+](C)=N

Electronic structure analysis, Mulliken charges in units of e: -0.68 0.62 -0.62 -0.59 0.31 0.31 0.35 0.31 0.31 0.36 0.32

=====

2.
ORCA calculation (ωB97M-V/def2-TZVPD) on the molecule C6H14N2O in a non-equilibrium geometry.

Cartesian coordinates (Å):
H 0.491 -2.166 -0.824
N 0.521 -1.417 -1.515
C 0.144 -0.263 -1.081
C 0.164 0.882 -2.064
C -0.859 -0.146 0.262
C -0.786 -1.400 1.135
N -2.246 -0.019 -0.205
C -0.330 1.086 0.949
O 1.181 1.258 0.565
C 2.145 0.360 1.072
H 1.105 1.424 -1.959
H 0.097 0.514 -3.090
H -0.641 1.602 -1.912
H -1.275 -1.240 2.102
H 0.241 -1.718 1.330
H -1.257 -2.255 0.637
H -2.368 0.819 -0.770
H -2.470 -0.809 -0.809
H -0.767 2.005 0.551
H -0.387 1.070 2.039
H 1.784 -0.288 1.875
H 2.530 -0.245 0.247
H 2.982 0.944 1.466

Values from the calculation:
ΔE to the lowest compared entry with this formula, charge and spin	258.34	kJ/mol
lowest unoccupied orbital energy	0.899	eV
HOMO energy	-8.87	eV
SMILES	[H]/N=C(/C)[C@](C)(N)COC

Electronic structure analysis, Mulliken charges in units of e: 0.27 -0.86 0.82 -1.34 1.37 -1.92 -0.69 -0.86 -0.40 -0.67 0.22 0.45 0.29 0.35 0.42 0.44 0.33 0.31 0.32 0.34 0.25 0.27 0.29

=====

3.
ORCA calculation (ωB97M-V/def2-TZVPD) on a structure of composition H12O6Tl in a non-equilibrium geometry.

Cartesian coordinates (Å):
Tl -0.004 0.158 0.581
O 0.574 -0.593 -1.452
H -0.131 -0.631 -2.098
H 1.165 -1.304 -1.699
O -0.493 -1.410 2.022
H -1.355 -1.317 2.429
H -0.067 -2.107 2.521
O 0.465 1.729 -0.941
H 1.242 2.222 -1.204
H -0.141 1.825 -1.676
O -1.186 2.044 0.553
H -1.588 2.571 -0.137
H -1.550 2.396 1.366
O 2.204 0.160 0.214
H 2.826 -0.077 0.901
H 2.457 -0.378 -0.536
O -1.265 -1.445 -0.188
H -1.023 -2.361 -0.057
H -2.129 -1.481 -0.600

Values from the calculation:
ΔE to the lowest compared entry with this formula, charge and spin	75.33	kJ/mol
lowest unoccupied orbital energy	-15.239	eV
HOMO energy	-24.41	eV
net charge	+3

Electronic structure analysis, Mulliken charges in units of e: 1.99 -0.58 0.34 0.34 -0.59 0.38 0.37 -0.55 0.29 0.39 -0.50 0.34 0.36 -0.54 0.37 0.38 -0.51 0.38 0.34

=====

4.
ORCA calculation (ωB97M-V/def2-TZVPD) on the molecule C5H8N2O in a non-equilibrium geometry.

Cartesian coordinates (Å):
C 1.353 -0.099 -1.652
C 0.593 -0.271 -0.566
C 0.401 0.605 0.570
N 0.989 1.838 0.699
C -0.292 -0.050 1.535
C -1.067 -1.181 0.932
N -0.540 -1.121 -0.440
O -1.497 -1.189 -1.458
H 2.059 0.717 -1.731
H 1.261 -0.781 -2.491
H 1.185 2.295 -0.186
H 0.611 2.393 1.460
H -0.348 0.232 2.573
H -2.146 -0.996 0.955
H -0.835 -2.140 1.405
H -1.729 -0.252 -1.606

Values from the calculation:
ΔE to the lowest compared entry with this formula, charge and spin	346.16	kJ/mol
lowest unoccupied orbital energy	0.882	eV
HOMO energy	-7.88	eV
SMILES	C=C1C(N)=CCN1O

Electronic structure analysis, Mulliken charges in units of e: -0.98 0.16 0.69 -0.53 -0.73 -0.39 -0.12 -0.38 0.28 0.29 0.21 0.25 0.39 0.28 0.24 0.34

=====

5.
ORCA calculation (ωB97M-V/def2-TZVPD) on a structure of composition C29H24ClN5O4PdS in a non-equilibrium geometry.

Cartesian coordinates (Å):
Pd -0.282 -0.383 -0.354
C 8.543 -1.224 1.387
O 7.317 -1.858 1.077
C 6.492 -2.156 2.117
C 6.824 -1.989 3.454
C 5.883 -2.300 4.431
C 4.621 -2.761 4.099
C 4.316 -2.970 2.748
C 5.238 -2.669 1.772
N 3.758 -3.024 5.220
N 2.533 -3.223 5.103
C 1.708 -2.626 4.119
C 0.544 -3.327 3.881
C -0.313 -3.034 2.818
C -0.031 -1.989 1.955
O -0.781 -1.784 0.901
C 1.086 -1.130 2.289
N 1.260 -0.027 1.514
C 2.236 0.801 1.779
C 3.074 0.643 2.897
C 2.910 -0.453 3.694
C 1.928 -1.423 3.382
H 9.014 -0.994 0.435
H 9.199 -1.882 1.963
H 8.380 -0.299 1.945
H 7.797 -1.627 3.751
H 6.119 -2.160 5.479
H 3.362 -3.389 2.462
H 5.004 -2.809 0.725
H 0.349 -4.184 4.514
H -1.189 -3.639 2.626
H 2.356 1.643 1.106
H 3.826 1.387 3.120
H 3.515 -0.567 4.582
Cl -1.968 6.511 -2.108
C -1.348 4.899 -1.904
C -0.082 4.573 -2.420
C 0.424 3.310 -2.284
C -0.301 2.281 -1.621
O 0.210 1.094 -1.621
C -1.554 2.647 -1.060
C -2.366 1.751 -0.283
O -2.093 0.610 0.088
C -2.063 3.954 -1.231
H 0.497 5.341 -2.917
H 1.401 3.055 -2.672
H -3.347 2.146 0.019
H -3.025 4.205 -0.802
C -1.937 0.256 -4.796
C -1.713 -0.884 -3.859
C -2.654 -1.773 -3.447
C -2.242 -2.797 -2.549
N -1.049 -2.840 -2.013
C -0.175 -1.836 -2.292
S 1.350 -1.698 -1.531
N -0.459 -1.028 -3.366
C -3.193 -3.882 -2.150
H -2.918 0.186 -5.259
H -1.174 0.276 -5.576
H -1.876 1.197 -4.245
H -3.668 -1.716 -3.813
H 0.246 -0.332 -3.577
H -4.102 -3.874 -2.747
H -3.451 -3.744 -1.099
H -2.699 -4.849 -2.234

Values from the calculation:
ΔE to the lowest compared entry with this formula, charge and spin	41.23	kJ/mol
lowest unoccupied orbital energy	-0.439	eV
HOMO energy	-6.76	eV

Electronic structure analysis, Mulliken charges in units of e: 0.40 -0.89 -0.42 1.02 -0.41 -0.28 -0.53 0.03 -0.87 -0.53 -0.49 -0.10 -0.25 -1.04 1.03 -0.70 0.60 -0.37 -0.23 -1.06 -0.40 0.31 0.23 0.34 0.37 0.40 0.45 0.48 0.47 0.43 0.42 0.52 0.42 0.68 -0.23 0.09 -0.49 -0.64 0.31 -0.31 0.85 -0.12 -0.57 -0.95 0.42 0.46 0.31 0.40 -1.37 0.83 -0.94 0.97 -0.40 0.18 -0.24 -0.01 -1.24 0.40 0.35 0.25 0.35 0.31 0.37 0.28 0.34

=====

6.
ORCA calculation (ωB97M-V/def2-TZVPD) on a structure of composition C24H40IrN2O2PS2Te in a non-equilibrium geometry.

Cartesian coordinates (Å):
Ir -0.267 0.127 -0.095
C 1.856 -1.260 6.624
C 1.039 0.010 6.344
C -0.212 -0.011 7.225
C 1.867 1.257 6.693
C 0.705 0.075 4.862
C -0.630 0.117 4.389
C -0.860 0.242 3.040
N 0.105 0.303 2.129
C 1.418 0.208 2.532
C 1.700 0.121 3.919
C 2.398 0.177 1.516
C 3.794 0.101 1.757
C 4.707 0.038 0.742
C 4.194 0.062 -0.586
C 2.846 0.167 -0.782
N 1.951 0.222 0.205
C 6.205 -0.009 0.955
C 6.787 -1.269 0.302
C 6.810 1.244 0.304
C 6.566 -0.019 2.442
H 2.090 -1.327 7.684
H 2.791 -1.258 6.070
H 1.291 -2.144 6.339
H 0.078 -0.022 8.273
H -0.811 -0.899 7.040
H -0.826 0.871 7.063
H 2.087 1.279 7.757
H 1.314 2.158 6.435
H 2.808 1.267 6.150
H -1.472 0.055 5.053
H -1.875 0.304 2.666
H 2.734 0.075 4.210
H 4.119 0.089 2.781
H 4.852 0.013 -1.434
H 2.448 0.231 -1.788
H 6.600 -1.295 -0.767
H 6.354 -2.162 0.744
H 7.863 -1.295 0.458
H 6.614 1.272 -0.763
H 7.886 1.259 0.453
H 6.387 2.141 0.750
H 6.159 -0.904 2.929
H 6.188 0.874 2.936
H 7.648 -0.036 2.557
C -3.153 -3.950 -4.285
C -2.731 -3.493 -2.903
O -2.027 -2.238 -3.024
P -0.772 -1.955 -2.088
S 0.019 -0.228 -2.742
S -1.303 -2.103 -0.132
O 0.229 -3.169 -2.312
C 0.883 -3.334 -3.586
C 2.378 -3.150 -3.423
H -3.708 -4.881 -4.211
H -2.284 -4.110 -4.918
H -3.791 -3.201 -4.743
H -2.071 -4.231 -2.434
H -3.596 -3.320 -2.256
H 0.480 -2.615 -4.308
H 0.642 -4.343 -3.924
H 2.607 -2.136 -3.102
H 2.864 -3.337 -4.377
H 2.761 -3.844 -2.681
C -2.641 3.425 0.323
Te -1.412 2.394 -1.119
C 0.350 3.552 -0.648
H -2.155 3.412 1.293
H -3.604 2.931 0.378
H -2.784 4.447 -0.007
H 0.343 4.485 -1.206
H 1.226 2.968 -0.917
H 0.352 3.748 0.421

Values from the calculation:
multiplicity	6
lowest unoccupied orbital energy (alpha / beta)	-2.570 / -5.384	eV
HOMO energy (alpha / beta)	-7.74 / -10.86	eV
net charge	+1
expectation value of S²	8.78

Electronic structure analysis, Mulliken charges in units of e: 1.67 -1.60 1.91 -2.22 -1.58 0.44 -0.62 -0.71 -0.77 0.03 0.36 -0.99 0.57 0.49 -1.04 -0.66 -1.23 1.99 -1.64 -1.61 -2.11 0.46 0.31 0.38 0.44 0.42 0.44 0.46 0.38 0.33 0.54 0.50 0.29 0.42 0.51 0.59 0.31 0.39 0.46 0.35 0.46 0.37 0.42 0.42 0.42 -1.25 -0.25 -0.24 0.96 -0.42 -0.40 -0.37 -0.38 -1.06 0.39 0.29 0.31 0.39 0.34 0.43 0.35 0.13 0.40 0.33 -1.04 0.21 -0.87 0.33 0.37 0.36 0.41 0.23 0.32